No. 1
C43H69N3O4S3SbSeTi | ωB97M-V/def2-TZVPD

Values from the calculation:
- 2S+1 = 4
- HOMO level (alpha / beta) (eV) = -0.90 / -2.31
- HOMO-LUMO gap (alpha / beta) (eV) = 4.6945 / 6.0962
- total charge = -2
- energy relative to the best compared isomer or geometry (same formula, charge and spin) (kcal per mole) = 10.8

The geometry in XYZ format:
```
125
C43H69N3O4S3SbSeTi ωB97M-V/def2-TZVPD
Ti -0.810 1.780 -0.093
C 0.273 -6.303 0.443
C 0.462 -5.109 1.379
C 1.909 -5.133 1.894
C -0.491 -5.277 2.571
C 0.189 -3.776 0.685
C 0.304 -2.587 1.396
C 0.066 -1.371 0.789
Se 0.403 0.270 1.728
C 2.123 0.600 0.924
C 3.234 -0.068 1.404
C 4.478 0.122 0.822
C 4.540 1.040 -0.225
C 3.458 1.753 -0.723
C 2.176 1.504 -0.156
O 1.083 2.064 -0.606
C 3.734 2.701 -1.905
C 4.920 3.618 -1.563
C 2.575 3.627 -2.288
C 4.088 1.855 -3.138
C 5.738 -0.616 1.270
C 5.454 -1.579 2.423
C 6.303 -1.431 0.098
C 6.797 0.392 1.738
C -0.324 -1.248 -0.568
O -0.588 -0.089 -1.098
C -0.373 -2.463 -1.321
C -0.126 -3.666 -0.669
C -0.619 -2.431 -2.833
C -2.027 -1.908 -3.149
C -0.500 -3.820 -3.464
C 0.445 -1.539 -3.495
H 0.464 -7.230 0.991
H -0.747 -6.346 0.053
H 0.962 -6.264 -0.403
H 2.123 -6.078 2.404
H 2.611 -5.019 1.065
H 2.089 -4.320 2.598
H -0.297 -6.219 3.093
H -0.372 -4.460 3.284
H -1.530 -5.274 2.234
H 0.585 -2.587 2.444
H 3.097 -0.752 2.232
H 5.505 1.202 -0.694
H 4.687 4.222 -0.684
H 5.836 3.062 -1.356
H 5.120 4.292 -2.401
H 2.255 4.231 -1.441
H 1.708 3.073 -2.639
H 2.921 4.294 -3.086
H 4.963 1.226 -2.955
H 3.253 1.202 -3.398
H 4.302 2.503 -3.994
H 4.721 -2.336 2.137
H 6.376 -2.091 2.710
H 5.073 -1.050 3.299
H 5.567 -2.161 -0.245
H 6.555 -0.789 -0.747
H 7.209 -1.966 0.402
H 6.420 0.977 2.578
H 7.709 -0.125 2.054
H 7.061 1.088 0.940
H -0.185 -4.575 -1.252
H -2.781 -2.599 -2.763
H -2.192 -0.935 -2.701
H -2.164 -1.826 -4.233
H -1.251 -4.511 -3.072
H -0.658 -3.732 -4.543
H 0.490 -4.256 -3.304
H 0.440 -0.542 -3.061
H 1.439 -1.971 -3.350
H 0.256 -1.461 -4.571
S -2.748 6.622 1.932
Sb -2.174 4.600 2.880
S -3.952 3.149 3.183
S -0.380 3.597 1.669
C -1.658 1.802 -3.363
C -1.448 3.259 -3.053
O -1.083 3.458 -1.686
C -0.586 4.797 -1.470
C -1.667 5.858 -1.474
H -1.909 1.701 -4.422
H -2.478 1.391 -2.772
H -0.761 1.222 -3.155
H -2.355 3.829 -3.267
H -0.637 3.664 -3.674
H 0.169 4.994 -2.239
H -0.104 4.772 -0.497
H -2.364 5.700 -0.651
H -2.212 5.900 -2.419
H -1.201 6.831 -1.305
C -4.506 3.597 -0.549
N -4.486 2.330 -1.261
C -5.654 2.070 -2.058
C -3.841 1.219 -0.688
O -2.663 1.496 -0.116
N -4.669 0.208 -0.157
C -4.125 -1.128 -0.082
C -5.587 0.554 0.916
H -4.516 4.421 -1.268
H -3.619 3.683 0.072
H -5.380 3.700 0.110
H -5.825 2.918 -2.729
H -6.572 1.925 -1.466
H -5.495 1.173 -2.658
H -3.167 -1.168 -0.597
H -4.799 -1.863 -0.542
H -3.967 -1.458 0.955
H -6.482 -0.078 0.862
H -5.890 1.596 0.824
H -5.139 0.437 1.912
N -2.496 0.263 2.676
C -2.393 -0.484 3.821
C -2.340 -1.885 3.782
C -2.199 -2.615 4.952
C -2.106 -1.983 6.185
C -2.157 -0.592 6.225
C -2.298 0.152 5.069
H -2.816 -0.191 1.839
H -2.790 1.235 2.774
H -2.391 -2.390 2.823
H -2.165 -3.698 4.897
H -1.996 -2.561 7.094
H -2.086 -0.077 7.176
H -2.353 1.234 5.101
```

Here are the Mulliken charges for atoms 1 to 6, given in e: atom 1 (Ti): 0.0756, atom 2 (C): -2.3597, atom 3 (C): 2.3812, atom 4 (C): -1.7596, atom 5 (C): -1.7712, atom 6 (C): -0.6114

No. 2
C43H70B2CaN10O4PS4 | ωB97M-V/def2-TZVPD

Values from the calculation:
- 2S+1 = 1
- HOMO level (eV) = -8.10
- HOMO-LUMO gap (eV) = 5.9059
- total charge = +1
- energy relative to the best compared isomer or geometry (same formula, charge and spin) (kcal per mole) = 55.3

The geometry in XYZ format:
```
135
C43H70B2CaN10O4PS4 ωB97M-V/def2-TZVPD
Ca 0.117 0.166 0.597
C -2.425 1.358 4.112
C -0.971 1.022 3.894
C -0.551 -0.309 3.800
C 0.795 -0.625 3.614
C 1.736 0.393 3.500
C 1.330 1.718 3.583
C -0.011 2.027 3.782
H -2.914 0.594 4.718
H -2.953 1.400 3.157
H -2.533 2.322 4.607
H -1.287 -1.097 3.915
H 1.126 -1.656 3.580
H 2.785 0.151 3.375
H 2.058 2.517 3.508
H -0.319 3.063 3.869
C -1.490 4.552 -0.010
C -1.983 4.639 -1.455
C -0.887 5.160 -2.388
C -3.159 5.609 -1.531
N -2.445 3.275 -1.866
C -3.796 2.931 -1.917
C -3.883 1.600 -2.027
N -2.598 1.088 -2.044
B -2.178 -0.371 -1.858
N -3.389 -1.210 -1.398
C -4.159 -2.053 -2.171
C -5.013 -2.684 -1.352
N -4.796 -2.213 -0.053
C -3.762 -1.311 -0.106
S -2.989 -0.411 1.115
C -5.613 -2.789 1.064
C -5.479 -2.055 2.395
C -5.172 -4.247 1.248
C -7.087 -2.728 0.658
N -1.617 -0.893 -3.213
C -1.722 -0.209 -4.408
C -0.923 -0.798 -5.304
N -0.299 -1.872 -4.675
C -0.752 -1.921 -3.375
S -0.425 -3.100 -2.188
C 0.714 -2.738 -5.354
C 2.043 -2.651 -4.598
C 0.208 -4.181 -5.440
C 0.935 -2.221 -6.772
C -1.703 2.113 -1.937
S -0.026 1.862 -1.944
H -1.291 5.556 0.376
H -0.578 3.963 0.057
H -2.254 4.084 0.618
H -0.536 6.128 -2.023
H -1.283 5.288 -3.400
H -0.050 4.474 -2.425
H -2.793 6.606 -1.287
H -3.946 5.359 -0.816
H -3.586 5.642 -2.537
H -4.583 3.662 -1.883
H -4.757 0.972 -2.095
H -1.325 -0.436 -1.015
H -4.018 -2.148 -3.234
H -5.744 -3.440 -1.582
H -4.459 -2.052 2.762
H -6.117 -2.565 3.120
H -5.809 -1.019 2.311
H -4.081 -4.304 1.305
H -5.511 -4.877 0.423
H -5.582 -4.647 2.176
H -7.395 -1.693 0.496
H -7.696 -3.151 1.457
H -7.294 -3.291 -0.253
H -2.363 0.650 -4.515
H -0.748 -0.543 -6.333
H 1.943 -3.052 -3.593
H 2.362 -1.607 -4.520
H 2.805 -3.221 -5.139
H -0.008 -4.582 -4.456
H 0.971 -4.805 -5.915
H -0.705 -4.226 -6.039
H 1.258 -1.177 -6.773
H 0.034 -2.317 -7.381
H 1.719 -2.818 -7.238
N 4.043 -1.816 -0.310
C 3.311 -3.134 -0.368
P 2.000 -2.991 0.924
O 2.662 -3.086 2.243
O 1.199 -1.768 0.567
C 0.833 -4.407 0.669
N -0.535 -3.896 1.067
H 3.583 -1.135 -1.069
H 5.043 -1.891 -0.452
H 3.880 -1.378 0.598
H 3.980 -3.954 -0.121
H 2.890 -3.267 -1.367
H 1.110 -5.253 1.292
H 0.784 -4.696 -0.379
H -0.549 -3.579 2.034
H -1.273 -4.578 0.902
H -0.755 -3.093 0.451
S 2.594 -0.121 -2.336
C 3.738 0.076 -3.543
N 3.794 1.117 -4.374
C 4.990 1.093 -5.219
C 5.401 -0.377 -5.110
N 4.761 -0.769 -3.842
H 3.253 1.949 -4.201
H 5.755 1.755 -4.810
H 4.768 1.391 -6.240
H 6.479 -0.510 -5.064
H 5.005 -0.963 -5.941
H 4.649 -1.745 -3.629
C 5.199 7.632 0.649
C 4.703 6.973 -0.647
C 3.549 7.808 -1.205
C 5.833 6.974 -1.687
C 4.277 5.537 -0.334
C 5.242 4.598 0.044
C 4.927 3.280 0.367
C 3.598 2.916 0.301
O 2.995 1.706 0.551
B 1.580 1.882 0.358
O 1.397 3.234 -0.005
C 2.629 3.839 -0.047
C 2.935 5.143 -0.373
H 5.498 8.667 0.462
H 6.058 7.097 1.061
H 4.406 7.633 1.401
H 3.915 8.803 -1.463
H 2.749 7.929 -0.472
H 3.137 7.356 -2.111
H 6.102 8.001 -1.949
H 5.510 6.463 -2.598
H 6.732 6.482 -1.315
H 6.282 4.901 0.100
H 5.691 2.572 0.667
H 2.141 5.825 -0.651
```

Here are the Mulliken charges for atoms 1 to 6, given in e: atom 1 (Ca): 0.6357, atom 2 (C): -1.5696, atom 3 (C): 1.1490, atom 4 (C): -0.2954, atom 5 (C): -1.0580, atom 6 (C): -0.3710

No. 3
C43H70BCl3N2O19P2 | ωB97M-V/def2-TZVPD

Values from the calculation:
- 2S+1 = 1
- HOMO level (eV) = -8.37
- HOMO-LUMO gap (eV) = 7.0755

The geometry in XYZ format:
```
140
C43H70BCl3N2O19P2 ωB97M-V/def2-TZVPD
H -4.737 -1.682 -5.217
N -4.566 -2.682 -5.020
C -4.578 -2.928 -3.733
C -4.852 -1.786 -2.646
C -4.069 -0.416 -2.925
C -4.732 0.781 -3.354
P -6.599 0.881 -3.649
O -6.840 2.060 -4.605
O -7.251 -0.521 -4.359
O -7.324 1.310 -2.156
C -3.822 2.104 -3.551
O -3.999 2.920 -4.483
C -2.636 2.244 -2.468
C -2.208 3.609 -1.860
C -2.977 4.906 -2.381
B -2.156 5.516 -3.647
O -0.793 5.129 -3.966
O -2.771 6.490 -4.532
C -1.077 3.591 -0.794
C -0.640 4.990 -0.104
C -1.922 5.457 0.791
C -1.781 5.086 2.339
Cl -3.465 5.180 3.132
C -0.335 2.277 -0.349
P 1.048 2.226 0.939
N 2.478 2.227 0.219
C -0.762 0.907 -0.965
C -0.072 -0.485 -0.588
Cl 1.197 -1.226 -1.706
C -0.413 -1.216 0.571
C -1.545 -0.657 1.583
Cl 0.447 -2.809 0.910
C -1.914 0.930 -1.990
C -2.473 -0.430 -2.655
O -1.761 -1.399 -2.978
H -4.405 -3.999 -3.351
H -4.425 -2.180 -1.632
H -5.972 -1.604 -2.434
H -8.007 -0.847 -3.818
H -8.063 0.700 -1.927
H -4.046 4.608 -2.691
H -3.102 5.723 -1.587
H -0.852 4.182 -4.261
H -3.520 6.080 -5.024
H -0.431 5.754 -0.923
H 0.265 4.871 0.584
H -2.905 4.987 0.414
H -2.038 6.588 0.604
H -1.165 5.895 2.879
H -1.288 4.081 2.549
H 0.838 0.999 1.685
H 0.841 3.295 1.871
H 2.914 1.327 0.515
H -2.507 -0.373 1.043
H -1.801 -1.547 2.261
H -1.151 0.244 2.170
C -5.258 -2.631 4.134
C -5.191 -1.226 3.569
O -4.566 -1.221 2.275
C -5.215 -1.435 1.120
C -6.604 -2.010 1.161
O -4.654 -1.242 0.062
H -5.871 -3.285 3.510
H -5.680 -2.620 5.141
H -4.260 -3.074 4.175
H -6.168 -0.740 3.536
H -4.562 -0.609 4.215
H -6.545 -3.098 1.103
H -7.157 -1.633 0.298
H -7.174 -1.717 2.040
C 3.590 4.166 -8.090
C 2.600 5.066 -7.378
O 1.418 4.341 -7.011
C 1.284 3.638 -5.875
C 2.509 3.321 -5.065
O 0.200 3.201 -5.556
H 3.932 3.355 -7.442
H 4.462 4.736 -8.419
H 3.125 3.700 -8.962
H 3.038 5.570 -6.514
H 2.276 5.854 -8.063
H 2.911 2.357 -5.382
H 2.221 3.261 -4.013
H 3.284 4.082 -5.125
C 3.130 -3.979 6.031
C 2.058 -3.358 5.159
O 2.347 -1.976 4.895
C 3.129 -1.550 3.889
C 4.000 -2.545 3.174
O 3.188 -0.369 3.620
H 4.103 -3.972 5.536
H 2.876 -5.013 6.277
H 3.242 -3.413 6.960
H 1.899 -3.912 4.232
H 1.106 -3.376 5.696
H 4.977 -2.582 3.657
H 4.122 -2.215 2.140
H 3.574 -3.546 3.125
C 2.880 -9.603 5.822
C 1.808 -8.985 4.948
O 2.098 -7.603 4.683
C 2.881 -7.175 3.680
C 3.753 -8.167 2.964
O 2.938 -5.994 3.416
H 3.852 -9.595 5.327
H 2.626 -10.637 6.070
H 2.990 -9.037 6.745
H 1.649 -9.540 4.021
H 0.855 -9.001 5.483
H 4.730 -8.203 3.450
H 3.878 -7.834 1.932
H 3.329 -9.168 2.912
C 0.040 8.230 -5.493
C 0.865 9.497 -5.398
O 0.609 10.364 -6.514
C -0.392 11.261 -6.561
C -1.496 11.173 -5.545
O -0.439 12.073 -7.458
H -1.030 8.444 -5.457
H 0.283 7.549 -4.673
H 0.229 7.720 -6.441
H 0.721 10.021 -4.451
H 1.926 9.239 -5.449
H -2.300 10.549 -5.939
H -1.879 12.180 -5.364
H -1.173 10.793 -4.577
C 8.296 -7.599 4.777
C 7.298 -6.710 5.491
O 6.124 -7.448 5.863
C 6.000 -8.153 7.002
C 7.231 -8.458 7.809
O 4.922 -8.601 7.322
H 8.649 -8.405 5.424
H 9.160 -7.019 4.445
H 7.833 -8.071 3.907
H 7.733 -6.200 6.354
H 6.963 -5.926 4.807
H 7.643 -9.417 7.491
H 6.946 -8.521 8.861
H 7.998 -7.688 7.747
```

Here are the Mulliken charges for atoms 1 to 6, given in e: atom 1 (H): 0.3436, atom 2 (N): -0.7100, atom 3 (C): -0.1334, atom 4 (C): -0.3218, atom 5 (C): -0.0678, atom 6 (C): 0.8094

| no. | E_tot (Eh) |
| --- | --- |
| 1 | -6831.0617 |
| 2 | -5190.6490 |
| 3 | -5307.5157 |